[1]
Below is C35H38Br2ClN3P2STc as an isolated structure, with properties calculated with ωB97M-V/def2-TZVPD.

Output
**HOMO level (spin up / spin down)**: -12.98 / -12.98 eV
**2S+1**: 4
**Calculated total energy**: -8290.18035 a.u.
**Net charge**: +2
**Frontier orbital gap (spin up / spin down)**: 7.336 / 5.597 eV
**Expectation value of S²**: 3.781
**M**: 887.99 g mol⁻¹
**Max |F|**: 0.905 eV/Å
**Energy relative to the best compared isomer or geometry (same formula, charge and spin)**: 0.00 kJ/mol

Element x y z (Å)
1 C -2.364 2.685 1.188
2 C -3.979 -0.373 -0.030
3 H 0.877 5.578 -0.319
4 H -3.141 -1.772 1.378
5 C -2.006 0.307 -2.186
6 H 3.216 1.593 -0.628
7 H 5.514 2.836 3.444
8 C 2.494 0.791 -0.487
9 C -6.375 -0.452 -0.263
10 C -2.688 3.995 1.513
11 C 2.416 -3.916 -2.715
12 N 1.649 -4.920 -2.268
13 H 2.129 -7.001 -2.356
14 H -0.555 -2.472 -1.351
15 Br 1.528 -2.667 1.042
16 P -2.387 0.412 -0.368
17 Br -0.729 -1.463 2.915
18 H -2.468 4.376 2.504
19 C 3.005 0.828 2.358
20 C -5.155 0.095 -0.620
21 H -3.524 2.652 -2.011
22 H 3.804 -6.150 -3.644
23 C 4.375 -0.305 3.994
24 C 1.090 2.603 1.290
25 H 1.332 -2.712 3.587
26 H -0.130 4.615 3.736
27 H 6.018 0.823 4.793
28 H 1.534 -6.297 -3.872
29 H -1.894 2.046 1.928
30 H -5.132 0.883 -1.363
31 P 1.641 0.883 1.153
32 C 3.811 -5.310 -4.329
33 C 4.894 1.953 3.355
34 C -2.660 2.180 -0.076
35 H 0.428 -6.578 -2.546
36 Tc -0.371 -0.570 0.485
37 C -3.274 3.009 -1.020
38 C -6.437 -1.458 0.695
39 H 0.123 -3.787 2.797
40 C 0.796 4.852 0.483
41 H 1.555 3.247 -0.716
42 H -0.147 1.523 -4.329
43 H 0.057 6.276 1.902
44 C -0.562 0.585 -2.311
45 C 3.296 -0.302 3.119
46 C 1.466 0.784 -1.542
47 H 2.321 1.769 -3.388
48 C -4.046 -1.389 0.923
49 H -7.396 -1.875 0.979
50 C 0.334 5.242 1.730
51 C 3.812 1.962 2.488
52 H -7.282 -0.085 -0.728
53 C 0.636 -2.838 2.770
54 N 0.221 0.309 -1.242
55 H -2.245 -0.696 -2.546
56 C 0.213 1.209 -3.357
57 H -2.239 -2.059 -0.994
58 H 3.236 -5.560 -5.221
59 H -2.580 1.010 -2.779
60 H 3.599 2.859 1.921
61 C -5.274 -1.930 1.285
62 H -3.550 5.837 0.827
63 C -3.297 4.813 0.573
64 Cl -1.532 -3.778 0.356
65 C 0.595 2.992 2.538
66 H 3.749 -3.226 -3.959
67 C 5.176 0.822 4.110
68 S 2.251 -2.338 -2.020
69 C 1.471 1.330 -2.882
70 C 0.229 4.310 2.760
71 H 4.590 -1.188 4.583
72 H 2.687 -1.188 3.035
73 N 3.320 -4.087 -3.678
74 H 4.842 -5.136 -4.624
75 C 1.179 3.533 0.262
76 H 1.119 -4.672 -1.454
77 C -1.269 -2.252 -0.554
78 C 1.443 -6.278 -2.793
79 H 0.534 2.271 3.349
80 H -5.316 -2.722 2.025
81 C -3.586 4.321 -0.694
82 H -4.064 4.957 -1.430
83 H 3.047 -0.153 -0.485

Forces on atoms 1 to 2 (eV/Å):
C -0.1 0.0 0.0
C 0.0 -0.1 0.1

---

[2]
Below is a 2-piece molecular cluster, C33H52F8NO5S2 overall, with properties calculated with ωB97M-V/def2-TZVPD.

Output
**HOMO level**: -1.10 eV
**2S+1**: 1
**Calculated total energy**: -3314.78010 a.u.
**Net charge**: -1
**Frontier orbital gap**: 2.673 eV
**M**: 758.90 g mol⁻¹
**Max |F|**: 0.822 eV/Å

Element x y z (Å)
1 C 6.506 3.070 0.344
2 H 0.093 6.304 -1.176
3 C 3.188 0.207 -1.262
4 H -9.083 -5.367 0.360
5 H -6.014 -5.118 -1.235
6 H 7.318 -0.344 -1.999
7 C 7.671 3.470 1.247
8 N -6.517 -4.702 1.462
9 H -5.235 -2.220 -0.393
10 H 4.128 2.869 1.130
11 F -1.574 1.710 1.605
12 C -2.554 0.804 1.767
13 C 2.032 4.809 1.183
14 C 0.916 5.412 0.596
15 F -2.003 2.362 -1.200
16 C 5.805 2.324 -1.928
17 H 7.440 3.294 2.293
18 H 1.852 0.232 0.755
19 H 7.851 2.274 -1.113
20 H -0.735 -0.370 -0.312
21 C 1.091 0.975 -2.592
22 H 4.686 -2.905 1.677
23 H 6.631 1.456 -4.814
24 H 7.232 0.449 -0.428
25 H 4.524 4.280 2.111
26 C -7.805 -6.708 2.145
27 F -2.089 0.866 -2.759
28 H 4.922 2.854 -1.603
29 H -9.575 -2.685 1.609
30 F -4.613 0.162 1.043
31 H 8.585 2.954 0.974
32 O 4.421 0.714 -0.777
33 C -7.863 -4.622 3.482
34 H -7.872 -3.531 3.472
35 C -6.798 -4.392 -1.022
36 C -9.041 -3.278 0.861
37 H 7.839 4.533 1.104
38 O -5.556 -5.706 1.254
39 C 5.499 -2.317 2.090
40 H 1.980 4.467 2.208
41 H -6.779 -3.624 -1.806
42 O 5.925 2.651 -3.310
43 H 5.159 -1.954 3.058
44 H 2.194 6.053 -2.471
45 C 3.217 4.639 0.454
46 H -3.065 0.984 2.710
47 C -7.631 -2.704 0.658
48 H 2.924 1.953 -2.420
49 C 3.270 5.108 -0.860
50 H -7.750 -7.165 1.156
51 H 4.176 5.015 -1.436
52 C -6.560 -3.762 0.365
53 H 5.079 -0.346 1.279
54 C -0.578 0.475 -0.974
55 H -4.415 -3.732 0.039
56 H 3.348 -0.528 -2.051
57 C 0.964 5.855 -0.729
58 H -9.915 -4.997 1.845
59 C -3.580 0.906 0.637
60 O 5.544 4.118 0.309
61 H 7.237 3.865 -1.474
62 C 2.308 1.347 -1.757
63 H 6.774 -0.686 1.568
64 O 0.199 0.026 -2.037
65 C 5.836 -1.122 1.227
66 C 5.490 0.818 -1.710
67 F -3.003 -0.936 -0.679
68 C 4.384 3.930 1.086
69 H 5.213 0.422 -2.687
70 F -2.002 -0.413 1.785
71 C 7.014 2.042 -3.984
72 H -8.770 -4.967 4.004
73 H -6.994 -4.945 4.056
74 C -5.212 -3.047 0.326
75 H 6.372 -2.930 2.279
76 C 6.950 2.883 -1.105
77 C -9.017 -4.756 1.264
78 S 6.092 -1.627 -0.486
79 H 7.612 1.409 -3.335
80 F -4.241 0.604 -1.555
81 H -0.119 1.266 -0.384
82 C 2.151 5.708 -1.449
83 H -7.759 -4.906 -1.086
84 H 0.006 5.524 1.161
85 C -3.181 0.375 -0.766
86 H -6.972 -7.085 2.734
87 H -8.742 -7.022 2.623
88 C -1.945 1.020 -1.439
89 H -7.325 -2.159 1.557
90 H -9.617 -3.179 -0.064
91 H -4.976 -2.643 1.312
92 F -3.992 2.172 0.556
93 H 2.050 1.984 -0.915
94 H 6.056 2.148 0.713
95 C 6.650 -0.044 -1.200
96 H -7.652 -1.962 -0.148
97 H 1.409 0.588 -3.554
98 H 7.671 2.816 -4.376
99 S 2.456 -0.760 0.086
100 C -7.770 -5.189 2.051
101 H 0.552 1.903 -2.809

Forces on atoms 1 to 2 (eV/Å):
C 0.5 0.3 -0.1
H -0.1 0.1 -0.1

---

[3]
Below is a 7-piece molecular cluster, C6H27N2O6 overall in a non-equilibrium geometry, with properties calculated with ωB97M-V/def2-TZVPD.

Output
**HOMO level**: -10.76 eV
**2S+1**: 1
**Calculated total energy**: -805.59131 a.u.
**Net charge**: +1
**Frontier orbital gap**: 8.163 eV
**M**: 223.29 g mol⁻¹
**Max |F|**: 1.199 eV/Å
**Energy relative to the best compared isomer or geometry (same formula, charge and spin)**: 0.00 kJ/mol

Element x y z (Å)
1 C -0.457 2.900 -0.291
2 H 0.673 1.764 -1.592
3 O 2.711 -1.414 -1.977
4 O 1.115 0.547 -2.939
5 H 1.158 -3.150 3.741
6 H -1.039 4.895 -0.858
7 C -1.464 4.006 -0.370
8 O -1.427 -0.184 -2.300
9 H -2.132 -2.814 -1.147
10 N -1.235 -1.442 1.872
11 C 1.149 1.428 0.965
12 H 1.289 -0.735 1.149
13 H 3.607 -1.315 -1.630
14 H -1.425 -1.416 -1.388
15 H -2.117 -1.476 2.380
16 C -0.617 -0.092 1.932
17 H 1.724 1.556 1.884
18 H -1.688 0.669 -1.910
19 H -0.622 -2.164 2.303
20 H -0.140 -3.902 4.133
21 H 1.262 -3.935 -0.603
22 H 1.295 0.624 -3.888
23 C 0.520 0.024 0.943
24 H -0.123 3.047 1.738
25 O 1.196 -3.027 -0.292
26 H -0.301 0.090 2.941
27 H 1.875 1.480 0.151
28 H -0.392 2.822 -2.318
29 H -1.428 -1.714 0.884
30 N -0.216 2.247 -1.503
31 H -2.360 3.685 -0.905
32 H 0.169 -0.197 -0.065
33 H 1.736 -0.156 -2.625
34 H -1.792 4.305 0.608
35 C 0.132 2.536 0.845
36 O 0.204 -3.101 3.678
37 H -1.388 0.638 1.714
38 H -0.515 -0.016 -2.662
39 O -1.457 -2.214 -0.757
40 H 0.267 -2.754 -0.464
41 H 2.254 -2.047 -1.377

Forces on atoms 1 to 2 (eV/Å):
C -0.1 0.1 -0.4
H -0.4 0.2 0.0

---

[4]
Below is C5H12AlO3PTe5 as an isolated structure in a non-equilibrium geometry, with properties calculated with ωB97M-V/def2-TZVPD.

Output
**HOMO level**: -0.51 eV
**2S+1**: 1
**Calculated total energy**: -2347.51799 a.u.
**Net charge**: -2
**Frontier orbital gap**: 4.323 eV
**M**: 816.10 g mol⁻¹
**Max |F|**: 2.357 eV/Å
**Energy relative to the best compared isomer or geometry (same formula, charge and spin)**: 7.92 kJ/mol

Element x y z (Å)
1 Te -2.846 -7.232 13.501
2 H -4.272 -3.152 9.481
3 Te -4.880 -7.085 15.381
4 H -3.939 -2.126 8.116
5 H 0.449 -4.102 12.953
6 Te -5.739 -4.525 15.903
7 C -0.481 -3.569 12.990
8 H -2.995 -0.612 10.959
9 H -2.101 -4.342 9.103
10 H -4.056 -3.878 7.858
11 Te -4.154 -3.053 14.148
12 C -2.247 -3.291 8.794
13 Te 1.075 -3.290 10.059
14 O -2.196 -4.175 11.288
15 H -3.105 0.584 12.974
16 C -3.720 -3.095 8.527
17 H -1.393 0.395 13.230
18 Al -2.194 -4.557 12.982
19 C -2.007 -0.379 11.347
20 O -1.829 -2.393 9.779
21 C -2.118 0.657 12.468
22 O -1.360 -1.477 11.898
23 P -1.065 -2.966 11.142
24 H -1.958 1.689 12.142
25 H -1.468 0.058 10.518
26 H -1.651 -3.106 7.864
27 H -0.298 -2.694 13.649

Forces on atoms 1 to 2 (eV/Å):
Te -0.3 0.8 0.2
H 0.2 -0.2 -0.3

---

[5]
Below is a 2-piece molecular cluster, C9H14O overall in a non-equilibrium geometry, with properties calculated with ωB97M-V/def2-TZVPD.

Output
**HOMO level (spin up / spin down)**: 0.66 / -3.36 eV
**2S+1**: 2
**Calculated total energy**: -426.50990 a.u.
**Net charge**: -1
**Frontier orbital gap (spin up / spin down)**: 3.253 / 7.164 eV
**Expectation value of S²**: 0.762
**M**: 138.21 g mol⁻¹
**Max |F|**: 1.817 eV/Å
**Energy relative to the best compared isomer or geometry (same formula, charge and spin)**: 37.88 kJ/mol

Element x y z (Å)
1 H -2.771 -1.781 1.052
2 C 0.212 1.696 -0.126
3 C -0.273 2.975 0.513
4 H -1.727 -0.366 0.900
5 C 0.939 0.804 0.623
6 C 0.565 0.289 -2.084
7 C 1.553 -0.371 0.034
8 H 0.444 0.020 -3.129
9 H 0.259 -1.650 0.974
10 H -0.580 -3.178 0.897
11 H -1.121 3.518 0.099
12 C 1.405 -0.520 -1.356
13 H -1.928 -1.488 -0.447
14 C -1.822 -1.420 0.632
15 H -0.566 2.729 1.546
16 H 0.596 3.623 0.666
17 H 1.952 -2.374 -1.349
18 C -0.669 -2.169 1.306
19 H -0.787 2.061 -1.972
20 C -0.084 1.402 -1.477
21 H 1.015 0.936 1.702
22 H 2.241 -0.989 0.600
23 O 1.894 -1.660 -1.986
24 H -0.747 -2.084 2.384

Forces on atoms 1 to 2 (eV/Å):
H -0.1 0.1 -0.1
C -0.9 -0.2 -1.0

---

[6]
Below is an isolated molecule of C3H5NO2S in a non-equilibrium geometry, with properties calculated with ωB97M-V/def2-TZVPD.

Output
**HOMO level**: -10.09 eV
**2S+1**: 1
**Calculated total energy**: -720.56406 a.u.
**Frontier orbital gap**: 9.622 eV
**M**: 119.14 g mol⁻¹
**Max |F|**: 5.810 eV/Å
**Energy relative to the best compared isomer or geometry (same formula, charge and spin)**: 478.99 kJ/mol

Element x y z (Å)
1 C 0.442 0.881 0.111
2 C 0.381 -0.504 0.063
3 N -1.270 -0.657 1.241
4 O -2.997 -0.834 -0.709
5 H 1.300 1.316 -0.297
6 H 0.886 -1.418 0.211
7 O -2.516 1.368 0.346
8 H -0.011 1.577 0.889
9 H -0.651 0.035 -1.935
10 S -2.022 0.054 -0.049
11 C -0.459 0.262 -0.882
12 H -1.495 -1.587 1.437

Forces on atoms 1 to 2 (eV/Å):
C 0.2 4.1 0.7
C -4.6 -2.0 2.9

---

[7]
Below is C4H4ErO as an isolated structure in a non-equilibrium geometry, with properties calculated with ωB97M-V/def2-TZVPD.

Output
**HOMO level (spin up / spin down)**: -14.35 / -16.80 eV
**2S+1**: 5
**Calculated total energy**: -1244.13861 a.u.
**Net charge**: +2
**Frontier orbital gap (spin up / spin down)**: 3.880 / 6.203 eV
**Expectation value of S²**: 6.030
**M**: 235.33 g mol⁻¹
**Max |F|**: 5.380 eV/Å
**Energy relative to the best compared isomer or geometry (same formula, charge and spin)**: 74.77 kJ/mol

Element x y z (Å)
1 H 1.120 0.497 1.042
2 C -0.025 -0.929 0.291
3 C -1.061 -0.218 -0.203
4 C -0.888 0.644 -1.328
5 Er 1.770 -1.677 3.388
6 H 0.497 -1.654 -0.337
7 H -1.870 0.044 0.486
8 H -0.016 2.195 -2.719
9 O 0.787 -0.466 1.281
10 C -0.314 1.563 -1.900

Forces on atoms 1 to 2 (eV/Å):
H -0.8 -1.9 0.6
C 2.3 -4.1 -0.9